No. 1
C4H12S | ωB97M-V/def2-TZVPD

Results
- E: -15176.4923 eV
- F_max: 3.6 eV/A

ORCA input file:
```
! wB97M-V def2-TZVPD RIJCOSX def2/J DEFGRID3
* xyz 0 1
C 2.23 0.12 -2.89
C 1.33 -0.31 -4.09
H 2.22 1.20 -2.75
H 1.64 -0.29 -2.00
H 3.21 -0.38 -2.76
H 0.80 -1.23 -3.84
H 2.04 -0.43 -4.90
H 0.37 0.26 -4.33
C -0.10 -1.19 2.20
C -1.84 0.74 0.81
S -0.88 0.44 2.29
H 0.12 -1.44 1.15
H 0.81 -1.25 2.72
H -0.76 -2.03 2.61
H -1.56 0.16 -0.09
H -1.68 1.80 0.39
H -2.94 0.46 1.03
*
```

---

No. 2
C4H12S | ωB97M-V/def2-TZVPD

Results
- E: -15177.2989 eV
- F_max: 1.4 eV/A

ORCA input file:
```
! wB97M-V def2-TZVPD RIJCOSX def2/J DEFGRID3
* xyz 0 1
C -0.07 1.03 3.04
C -0.72 1.12 1.66
H 0.44 1.95 3.33
H -0.77 0.85 3.85
H 0.72 0.29 3.11
H -0.77 2.16 1.33
H -1.76 0.80 1.68
H -0.20 0.56 0.88
C -0.54 -2.04 -2.37
C 1.17 0.09 -1.76
S 0.38 -1.27 -1.01
H -1.35 -1.46 -2.80
H 0.15 -2.25 -3.20
H -0.81 -3.01 -1.95
H 0.61 0.99 -2.06
H 1.62 -0.27 -2.69
H 1.90 0.47 -1.04
*
```

---

No. 3
C4H12S | ωB97M-V/def2-TZVPD

Results
- E: -15177.1977 eV
- F_max: 3.0 eV/A

ORCA input file:
```
! wB97M-V def2-TZVPD RIJCOSX def2/J DEFGRID3
* xyz 0 1
C -1.24 1.25 -1.38
C -0.57 1.88 -0.14
S -0.17 0.14 -2.24
H -2.14 0.81 -1.00
H -1.48 2.19 -1.94
H -0.29 1.08 0.59
H -1.02 -0.85 -2.68
H -1.32 2.50 0.37
H 0.31 2.50 -0.18
C 1.70 -1.31 0.90
C 0.24 -1.58 1.25
H 2.25 -0.61 1.56
H 2.37 -2.19 0.93
H 1.81 -0.90 -0.09
H 0.06 -2.43 1.89
H -0.17 -0.74 1.80
H -0.34 -1.74 0.36
*
```

---

No. 4
C4H12S | ωB97M-V/def2-TZVPD

Results
- E: -15177.2006 eV
- F_max: 1.8 eV/A

ORCA input file:
```
! wB97M-V def2-TZVPD RIJCOSX def2/J DEFGRID3
* xyz 0 1
C 0.85 -1.12 1.86
C 2.24 -1.77 1.96
H 0.51 -1.09 2.90
H 0.93 -0.06 1.64
H 0.24 -1.67 1.15
H 2.79 -1.85 1.02
H 2.05 -2.83 2.18
H 2.86 -1.32 2.73
C -0.26 0.89 -1.07
C -2.54 1.73 -2.27
S -1.97 1.29 -0.57
H 0.06 1.77 -1.64
H 0.30 0.73 -0.16
H -0.21 0.07 -1.79
H -3.47 1.22 -2.52
H -1.87 1.22 -2.97
H -2.51 2.80 -2.45
*
```

---

No. 5
C4H12S | ωB97M-V/def2-TZVPD

Results
- E: -15168.8630 eV
- F_max: 1.4 eV/A

ORCA input file:
```
! wB97M-V def2-TZVPD RIJCOSX def2/J DEFGRID3
* xyz 1 2
C -2.14 1.03 2.29
C -1.17 0.04 1.62
H -2.00 2.04 1.91
H -3.18 0.74 2.09
H -2.01 1.00 3.37
H -0.73 0.50 0.74
H -1.63 -0.91 1.41
H -0.32 -0.15 2.28
C 1.49 0.89 -2.07
C 1.49 -1.82 -1.41
S 2.53 -0.54 -1.98
H 1.85 1.48 -2.90
H 0.43 0.66 -2.23
H 1.61 1.46 -1.15
H 1.62 -2.69 -2.08
H 0.43 -1.54 -1.50
H 1.73 -2.19 -0.41
*
```

---

No. 6
C4H13N | ωB97M-V/def2-TZVPD

Results
- E: -5839.2711 eV
- F_max: 3.2 eV/A

ORCA input file:
```
! wB97M-V def2-TZVPD RIJCOSX def2/J DEFGRID3
* xyz 1 2
C 2.14 -4.18 3.90
C 2.67 -5.21 2.90
H 2.78 -4.01 4.76
H 1.11 -4.48 4.14
H 1.96 -3.28 3.31
H 3.54 -4.81 2.37
H 3.13 -6.07 3.38
H 1.90 -5.46 2.18
C -1.21 4.41 -1.90
N -1.44 3.80 -3.18
C -2.77 3.28 -3.44
H -2.01 5.06 -1.56
H -1.39 3.57 -1.19
H -0.22 4.85 -1.84
H -0.80 3.02 -3.34
H -2.98 2.37 -2.87
H -2.86 3.19 -4.53
H -3.55 3.95 -3.09
*
```

---

No. 7
C4H13N2 | ωB97M-V/def2-TZVPD

Results
- E: -7331.6671 eV
- F_max: 3.6 eV/A

ORCA input file:
```
! wB97M-V def2-TZVPD RIJCOSX def2/J DEFGRID3
* xyz 1 1
C 0.59 1.91 1.19
C 0.20 0.55 0.64
C 1.03 -0.24 -0.39
C 0.27 -1.19 -1.40
N -0.83 -1.89 -0.64
N -1.28 0.62 0.42
H -0.38 2.43 1.41
H 1.10 2.65 0.54
H 1.20 1.82 2.14
H 0.20 -0.07 1.46
H 1.85 -0.81 -0.03
H 1.61 0.43 -1.04
H -0.06 -0.64 -2.27
H 0.89 -1.95 -1.83
H -1.64 -2.16 -1.30
H -1.26 -1.06 -0.12
H -0.39 -2.71 -0.27
H -1.41 1.58 0.11
H -1.70 0.72 1.37
*
```

---

No. 8
C4H13N2 | ωB97M-V/def2-TZVPD

Results
- E: -7327.0720 eV
- F_max: 3.6 eV/A

ORCA input file:
```
! wB97M-V def2-TZVPD RIJCOSX def2/J DEFGRID3
* xyz 1 1
C -0.97 1.26 -1.24
C -1.48 0.13 -0.43
C -0.85 0.20 0.98
C 1.07 -0.38 2.26
N 0.57 0.09 0.93
N 1.34 -1.08 -2.17
H -1.54 1.38 -2.10
H -1.07 2.24 -0.80
H 0.02 1.12 -1.46
H -2.61 -0.09 -0.47
H -1.26 -0.65 1.62
H -1.14 1.07 1.54
H 0.55 0.08 3.14
H 2.09 -0.04 2.53
H 0.99 -1.51 2.36
H 1.33 -0.82 -1.22
H -0.88 -0.73 -0.79
H 1.66 -2.05 -2.34
H 1.85 -0.37 -2.80
*
```

---

No. 9
C4H13N2 | ωB97M-V/def2-TZVPD

Results
- E: -7332.1898 eV
- F_max: 1.3 eV/A

ORCA input file:
```
! wB97M-V def2-TZVPD RIJCOSX def2/J DEFGRID3
* xyz 1 1
N 1.45 -0.77 -1.49
C 0.18 -0.30 -0.71
C -0.72 -1.51 -0.55
C 0.67 0.35 0.57
N -0.37 0.62 1.50
C -1.23 1.75 1.27
H 2.26 -0.74 -0.87
H 1.64 -0.14 -2.27
H 1.36 -1.73 -1.83
H -0.29 0.37 -1.43
H -1.61 -1.23 0.01
H -1.08 -1.81 -1.54
H -0.21 -2.33 -0.03
H 1.22 1.27 0.29
H 1.45 -0.25 1.04
H -0.24 0.33 2.45
H -0.74 2.71 1.43
H -2.12 1.69 1.91
H -1.62 1.73 0.25
*
```

---

No. 10
C4H13N2 | ωB97M-V/def2-TZVPD

Results
- E: -7331.5744 eV
- F_max: 4.0 eV/A

ORCA input file:
```
! wB97M-V def2-TZVPD RIJCOSX def2/J DEFGRID3
* xyz 1 1
C 0.02 -2.06 0.26
N 1.24 -2.17 -0.52
C -0.63 -0.69 -0.10
N 0.43 0.40 0.06
C -0.11 1.57 0.75
C -0.67 2.49 -0.44
H -0.59 -2.97 -0.02
H 0.19 -2.16 1.37
H 1.21 -3.06 -1.13
H 2.15 -2.23 -0.08
H -1.13 -0.81 -1.07
H -1.41 -0.56 0.64
H 1.16 -0.11 0.57
H 0.72 0.65 -0.88
H 0.57 2.27 1.17
H -0.95 1.39 1.44
H 0.31 2.89 -0.83
H -1.17 1.90 -1.18
H -1.33 3.26 -0.01
*
```

---

Computed ΔE to the lowest compared entry with this formula, charge and spin (kcal/mol) in order:
27.99, 9.39, 11.72, 11.65, 5.33, 6.04, 41.97, 147.94, 29.92, 44.11